{"formula": "C44H40N6OS2Y", "method": "ωB97M-V/def2-TZVPD", "species": ["Y", "C", "C", "C", "C", "C", "C", "N", "C", "C", "C", "C", "C", "N", "C", "C", "C", "C", "C", "C", "N", "H", "H", "H", "H", "H", "H", "H", "H", "H", "H", "H", "H", "H", "H", "H", "C", "C", "C", "C", "N", "C", "C", "C", "C", "C", "C", "C", "H", "H", "H", "H", "H", "H", "H", "H", "S", "C", "C", "N", "C", "S", "C", "N", "C", "C", "C", "C", "C", "C", "C", "C", "C", "C", "C", "C", "O", "H", "H", "H", "H", "H", "H", "H", "H", "H", "H", "H", "H", "H", "H", "H", "H", "H"], "coordinates": [[-0.33233, 0.98271, -0.30212], [-0.14670, 3.22325, -3.54550], [-0.66218, 1.84674, -3.82631], [-0.46921, 1.23431, -5.06379], [-1.01705, -0.01201, -5.29400], [-1.82360, -0.58911, -4.32455], [-1.98909, 0.09589, -3.13044], [-1.36488, 1.24215, -2.86565], [-2.94925, -0.34948, -2.08500], [-4.11138, -1.00734, -2.45800], [-5.03532, -1.32167, -1.47878], [-4.77404, -0.96452, -0.17284], [-3.57859, -0.31463, 0.13413], [-2.68618, -0.02149, -0.81433], [-3.24924, 0.07538, 1.53599], [-4.16647, -0.11071, 2.56067], [-3.84836, 0.33903, 3.83032], [-2.63024, 0.94609, 4.03118], [-1.73561, 1.06813, 2.96740], [-0.39750, 1.68929, 3.21270], [-2.05171, 0.63448, 1.74197], [-0.85142, 3.95270, -3.95430], [0.82361, 3.37848, -4.01439], [-0.06994, 3.39887, -2.47360], [0.13533, 1.72791, -5.81277], [-0.83208, -0.52781, -6.22804], [-2.28607, -1.55472, -4.47856], [-4.29540, -1.23272, -3.49831], [-5.96033, -1.82252, -1.73368], [-5.49777, -1.18784, 0.59394], [-5.12543, -0.57212, 2.38651], [-4.55196, 0.22358, 4.64475], [-2.34667, 1.32819, 5.00249], [-0.46797, 2.41685, 4.02175], [-0.00349, 2.19230, 2.33141], [0.32579, 0.92090, 3.49751], [-0.77390, -3.73791, -1.23239], [0.19119, -4.02684, -2.18688], [0.97964, -3.00521, -2.66864], [0.78079, -1.69005, -2.22688], [-0.17136, -1.42042, -1.31883], [-0.89461, -2.42508, -0.82488], [1.60794, -0.55023, -2.69270], [2.48839, -0.73475, -3.76731], [3.30966, 0.29516, -4.18509], [3.26163, 1.50861, -3.50764], [2.37204, 1.67956, -2.45729], [1.48872, 0.67899, -2.01245], [-1.39598, -4.50454, -0.79197], [0.34161, -5.04240, -2.53243], [1.76475, -3.22177, -3.37645], [-1.60871, -2.16647, -0.05195], [2.53823, -1.67753, -4.29939], [3.98808, 0.14980, -5.01750], [3.91883, 2.31992, -3.80446], [2.35969, 2.64619, -1.96079], [-2.33351, 3.08394, -0.26093], [-1.58802, 4.34345, 0.66699], [-2.47020, 5.33158, 1.22532], [-3.20658, 6.10190, 1.66324], [-0.24647, 4.46480, 0.87355], [0.95224, 3.35261, 0.25846], [0.25869, 5.56605, 1.63813], [0.68299, 6.43495, 2.26554], [4.40333, 0.08733, -0.16700], [3.44120, 0.62060, 0.89580], [4.07004, 1.76790, 1.68677], [2.95505, -0.48764, 1.80486], [3.86982, -1.16126, 2.60166], [3.48915, -2.17949, 3.46267], [2.14983, -2.52358, 3.52224], [1.19593, -1.87907, 2.74374], [-0.25483, -2.30268, 2.85595], [-0.44820, -3.75720, 2.42017], [-0.79263, -2.11881, 4.27754], [1.58568, -0.84392, 1.85774], [0.69280, -0.23155, 1.09973], [4.71809, 0.89057, -0.83679], [3.92221, -0.68227, -0.77462], [5.29665, -0.34578, 0.29161], [2.57657, 1.02474, 0.37340], [4.95766, 1.43648, 2.23374], [3.35694, 2.18003, 2.40187], [4.36349, 2.57617, 1.01346], [4.91446, -0.87250, 2.55032], [4.22105, -2.68923, 4.07698], [1.83322, -3.31728, 4.19194], [-0.82420, -1.65566, 2.18761], [0.04838, -4.43338, 3.12114], [-0.01911, -3.93261, 1.43450], [-1.50963, -4.02445, 2.39493], [-0.28268, -2.78958, 4.97339], [-1.86303, -2.33988, 4.32167], [-0.64032, -1.09881, 4.63083]], "max_force_ev_per_a": 0.6, "e_lumo_ev": 1.639, "total_charge": -1, "de_lowest_kcal_mol": 0.0, "orbital_gap_ha": 0.20876, "e_tot_ha": -2939.46623}

---

{"formula": "C44H41Cl2N4OS3V", "method": "ωB97M-V/def2-TZVPD", "species": ["V", "S", "C", "N", "C", "C", "N", "C", "C", "C", "C", "C", "C", "C", "C", "S", "C", "C", "C", "C", "C", "C", "C", "H", "H", "H", "H", "H", "H", "H", "H", "H", "H", "H", "H", "H", "H", "H", "H", "H", "H", "N", "C", "C", "C", "C", "C", "C", "C", "C", "C", "C", "C", "C", "H", "H", "H", "H", "H", "H", "H", "H", "H", "H", "C", "C", "C", "C", "C", "C", "C", "S", "C", "O", "H", "H", "H", "H", "H", "H", "H", "H", "H", "H", "Cl", "C", "C", "C", "C", "C", "Cl", "C", "N", "H", "H", "H"], "coordinates": [[-0.24632, -0.87904, -1.58799], [-0.12299, -0.45434, 0.73509], [1.25298, 0.62557, 0.95595], [1.59003, 0.90082, 2.31997], [2.92807, 1.44514, 2.45410], [3.17456, 2.54880, 1.42613], [3.03736, 2.03505, 0.07469], [4.29892, 1.66301, -0.57891], [5.00879, 0.48850, 0.05116], [6.15397, 0.67892, 0.81898], [6.76668, -0.38528, 1.46872], [6.23341, -1.66116, 1.35458], [5.09713, -1.86455, 0.57944], [4.48964, -0.80184, -0.07145], [1.97329, 1.11399, -0.07897], [1.62144, 0.61872, -1.73167], [0.56720, 1.61360, 3.04637], [0.65350, 1.43051, 4.54050], [0.42268, 2.49102, 5.40812], [0.44628, 2.30468, 6.78541], [0.71111, 1.04861, 7.30922], [0.95088, -0.01614, 6.44749], [0.92260, 0.17235, 5.07466], [3.64240, 0.64398, 2.25613], [3.07388, 1.79422, 3.47964], [4.17293, 2.97619, 1.54463], [2.45473, 3.36422, 1.56946], [4.94958, 2.54140, -0.55443], [4.06370, 1.44399, -1.61874], [6.56710, 1.67779, 0.91806], [7.65385, -0.21592, 2.06728], [6.70104, -2.49479, 1.86421], [4.67709, -2.85822, 0.48341], [3.60043, -0.96161, -0.67160], [-0.37917, 1.19050, 2.69659], [0.54553, 2.69449, 2.81321], [0.22904, 3.47707, 4.99777], [0.26583, 3.14298, 7.44761], [0.73592, 0.89906, 8.38166], [1.15905, -1.00051, 6.84894], [1.10930, -0.64937, 4.39411], [-0.44684, -0.37641, -3.65679], [-1.00415, -1.46074, -4.39723], [-0.27419, -2.02324, -5.43358], [-0.76517, -3.12159, -6.12504], [-2.00037, -3.64824, -5.77241], [-2.71937, -3.07657, -4.73227], [-2.24370, -1.98120, -4.01950], [-3.01704, -1.43306, -2.87505], [-4.40262, -1.35650, -3.01611], [-5.20691, -0.96876, -1.95548], [-4.60711, -0.67548, -0.73487], [-3.22131, -0.72516, -0.61192], [-2.37142, -1.07525, -1.67076], [0.46994, -0.11145, -3.99907], [-1.03680, 0.45250, -3.60624], [0.69584, -1.60915, -5.68350], [-0.18122, -3.56340, -6.92194], [-2.39509, -4.51446, -6.28804], [-3.66147, -3.52560, -4.43788], [-4.87243, -1.59075, -3.96772], [-6.28184, -0.90750, -2.07945], [-5.21328, -0.39222, 0.11925], [-2.78541, -0.46294, 0.34597], [-4.31938, 3.75107, 3.74191], [-3.94773, 3.37279, 2.33263], [-2.63536, 3.06240, 2.00081], [-2.28251, 2.69047, 0.70681], [-3.27083, 2.64399, -0.25680], [-4.59470, 2.93304, 0.04848], [-4.92523, 3.30506, 1.33866], [-2.87302, 2.13384, -1.92180], [-2.79773, 3.79754, -2.61032], [-1.45150, 1.66942, -1.93308], [-3.44068, 3.77716, 4.38530], [-5.02514, 3.03409, 4.16535], [-4.79364, 4.73423, 3.77127], [-1.87895, 3.09838, 2.77481], [-1.26696, 2.40522, 0.44533], [-5.36341, 2.84409, -0.71193], [-5.95674, 3.52989, 1.58714], [-2.01052, 4.33934, -2.08675], [-3.76581, 4.28016, -2.47637], [-2.56210, 3.71255, -3.66916], [-1.47784, -4.52435, -0.59058], [-0.00464, -4.80982, -1.45866], [0.43732, -6.10988, -1.62294], [1.60393, -6.36268, -2.32847], [2.32225, -5.30571, -2.86839], [1.87166, -4.01092, -2.69558], [2.79473, -2.70645, -3.38005], [0.69540, -3.70519, -1.98060], [0.26076, -2.43763, -1.82977], [-0.13994, -6.91946, -1.19707], [1.95229, -7.37896, -2.45716], [3.23460, -5.47889, -3.42288]], "max_force_ev_per_a": 0.5, "e_lumo_ev": [2.204, 2.203], "total_charge": -1, "de_lowest_kcal_mol": 2.4, "spin_multiplicity": 2, "orbital_gap_ha": [0.20553, 0.20670], "e_tot_ha": -5054.62508}